No. 1
48
Properties=species:S:1:pos:R:3:forces:R:3:nbo_charge:R:1 method="wB97M-V/def2-TZVPD" smiles="CC(C)[C@H]([NH3+])C(=O)OC[C@H](CO)OCn1cnc2c(=O)[nH]c(N)nc21" relative_energy_kj_mol=0.0 e_homo_ev=-11.437 multiplicity=1 total_charge=+1
O -0.14895 0.23068 1.91623 -0.12 -0.36 0.07 -0.495
C -0.38992 0.49809 -3.40683 -0.14 -0.17 0.49 0.625
H -3.70387 2.40714 -0.04542 0.02 -0.05 0.15 0.195
N -1.87558 -1.20188 -0.68145 0.08 0.05 -0.41 -0.386
H 3.61551 -2.65418 2.66141 0.02 -0.17 -0.08 0.214
H -0.52719 2.25980 1.92796 -0.13 -0.11 0.06 0.210
C -2.04759 1.28472 0.73628 0.29 0.30 0.06 0.036
C 3.74201 -1.70797 3.18342 -0.16 0.23 0.13 -0.628
H 0.44102 -0.91948 3.82215 -0.08 -0.03 0.08 0.227
C 1.31872 -0.65633 -2.09184 -0.18 -0.07 0.39 0.667
O 1.43626 1.45089 0.89051 -0.09 0.19 -0.02 -0.616
H 2.86072 -0.76698 -0.38111 0.09 0.15 0.55 0.475
C -2.87792 2.58614 0.64801 -0.03 -0.63 0.07 -0.077
C -1.08427 1.31827 1.92967 -0.49 0.47 -0.36 -0.099
C 2.47958 -0.85025 3.07244 0.02 -0.11 -0.10 -0.219
O -2.14003 3.64606 0.10888 0.38 0.30 -0.07 -0.705
H 4.63273 -1.19837 2.81967 0.13 -0.02 -0.05 0.204
C 1.37436 -1.46199 3.92946 0.02 0.24 -0.03 -0.609
C 0.22584 -1.17852 -1.36252 -0.93 0.29 -0.19 -0.136
H -1.46087 1.20999 -0.18812 -0.06 0.07 0.12 0.193
C -3.12298 -0.61104 -0.25857 -0.39 0.11 0.02 0.098
H 2.70358 0.15770 3.43836 0.01 0.00 -0.03 0.211
H 1.65447 0.50452 -3.73289 -0.06 -0.06 0.14 0.430
H -1.57838 1.55402 -4.64392 0.03 0.00 0.01 0.431
H -1.59645 4.06315 0.78528 -0.09 0.00 -0.04 0.473
N 0.16639 -2.00515 -0.26518 0.11 -0.49 0.06 -0.453
H 3.94254 -1.05991 0.93887 -0.14 0.18 -0.06 0.431
C -1.05489 -0.68287 -1.63667 1.13 -0.05 -0.49 0.386
C 1.99982 -0.75792 1.60309 -0.41 0.07 0.67 -0.172
H -3.50904 -0.02626 -1.10357 0.05 -0.14 0.13 0.206
N 0.90925 0.12566 -3.15878 0.06 0.19 -0.37 -0.582
C -1.07449 -1.99355 0.10329 0.37 -0.17 0.07 0.235
N -1.38683 0.14641 -2.63544 -0.44 0.09 -0.02 -0.551
H 1.48091 -1.68024 1.31880 0.28 0.25 0.02 0.287
N -0.62840 1.27817 -4.46555 0.17 0.16 -0.31 -0.766
H 3.92202 -1.93410 4.23083 0.08 -0.04 0.06 0.245
H -3.83521 -1.38557 0.03697 0.12 0.12 -0.16 0.216
H 1.66272 -1.44128 4.97641 0.03 -0.04 0.10 0.227
O -2.91054 0.16308 0.88720 -0.04 0.09 0.34 -0.524
O 2.52830 -0.75812 -1.83624 0.06 -0.12 -0.35 -0.672
H 0.10027 1.59043 -5.08143 -0.07 0.01 -0.01 0.408
H -1.65393 1.19917 2.85298 0.08 0.04 -0.06 0.217
C 1.05427 0.43540 1.41960 0.50 -0.21 -0.26 0.814
H 3.32252 0.48862 0.66639 0.07 -0.27 0.00 0.444
H 1.20650 -2.49611 3.63990 -0.04 -0.18 -0.03 0.212
N 3.11873 -0.52149 0.66418 0.10 0.00 -0.50 -0.720
H -3.29884 2.82464 1.63026 -0.06 0.00 -0.02 0.175
H -1.46206 -2.53062 0.94519 -0.19 -0.10 0.22 0.219

=====

No. 2
40
Properties=species:S:1:pos:R:3:forces:R:3:nbo_charge:R:1 method="wB97M-V/def2-TZVPD" smiles=CC(C)OCCCNC[C@@H](O)c1ccccc1 relative_energy_kj_mol=8.7 e_homo_ev=-8.781 multiplicity=1 total_charge=0
H 0.59613 2.70768 1.41158 0.05 -0.05 -0.09 0.170
N -0.08037 1.28910 -0.01957 -0.23 -0.13 0.40 -0.662
H 5.16817 -1.77220 -1.80282 0.06 -0.04 -0.05 0.211
C -4.10216 -1.92713 0.49953 0.30 0.31 -0.18 -0.629
H -2.55861 2.07463 -2.17290 -0.04 -0.01 -0.05 0.213
H 2.74440 -1.71268 -2.26216 -0.03 -0.04 -0.07 0.207
H -1.71220 -3.19158 0.23907 0.03 -0.13 0.00 0.214
C 0.98512 1.96371 0.69381 0.15 0.01 0.30 -0.232
H 0.58918 -0.48519 1.63539 0.05 -0.08 0.04 0.466
C -1.58940 -2.14415 0.50016 -0.29 0.33 -0.23 -0.626
H -4.10047 -1.95960 1.58591 0.00 -0.02 0.13 0.212
C 4.50637 -1.21860 -1.15271 0.09 -0.04 -0.05 -0.221
C 2.29733 -0.47993 -0.57475 -0.01 -0.08 -0.11 -0.263
H -3.31424 1.87092 0.26425 -0.06 -0.02 -0.11 0.188
H 4.56701 0.69994 1.62495 0.03 0.05 0.10 0.208
H -2.78265 -1.33328 -1.09927 0.03 0.04 0.09 0.164
C -2.06339 1.43096 -1.44428 0.02 0.07 0.45 -0.434
H -1.51597 -2.05406 1.58097 -0.01 -0.03 0.16 0.214
C 2.80000 0.20764 0.52399 0.02 0.04 0.20 0.041
H 6.07532 -0.55583 0.14324 0.08 -0.01 0.02 0.211
H -1.69677 0.54298 -1.96222 -0.02 -0.03 -0.11 0.207
C 1.87225 0.95618 1.45701 0.18 0.44 -0.42 0.061
C -3.09307 1.01703 -0.38417 -0.09 0.21 -0.39 -0.062
H -1.24318 3.05442 -0.28054 0.05 -0.03 -0.07 0.157
C 4.16562 0.17121 0.77217 -0.09 0.03 0.00 -0.235
H -0.67063 -1.77671 0.04979 0.15 0.03 -0.05 0.211
H -4.02565 0.71074 -0.87663 0.01 0.02 0.08 0.170
O 1.10113 0.06767 2.23784 -0.38 -0.15 0.18 -0.706
H -4.94105 -1.31558 0.17427 -0.11 0.02 -0.02 0.209
C 5.01460 -0.53629 -0.06117 0.13 -0.02 -0.02 -0.208
C -0.87325 2.17770 -0.84454 -0.08 -0.05 -0.26 -0.205
H 1.60921 2.49233 -0.03409 0.00 0.03 0.08 0.195
O -2.63444 -0.00099 0.47727 0.18 -0.16 0.26 -0.561
H -0.70732 0.84594 0.65025 0.11 0.08 -0.10 0.382
H 1.23967 -0.42934 -0.78671 -0.01 -0.03 -0.02 0.237
H -4.23354 -2.93365 0.11196 -0.05 -0.13 -0.04 0.209
C 3.14602 -1.18572 -1.40842 0.00 -0.07 -0.03 -0.196
C -2.78283 -1.33408 0.00052 -0.07 -0.38 0.06 0.106
H 2.47338 1.51510 2.18330 -0.04 -0.06 -0.16 0.183
H -0.22972 2.55071 -1.65026 -0.09 0.06 0.07 0.190

=====

No. 3
51
Properties=species:S:1:pos:R:3:forces:R:3:nbo_charge:R:1 method="wB97M-V/def2-TZVPD" e_homo_ev=2.679 multiplicity=1 total_charge=-3
H 2.11686 2.49452 -1.51648 -0.19 -0.08 -0.44 0.238
C 1.87938 -4.34693 -0.79718 0.39 -0.56 0.55 -0.879
C 2.50914 4.70327 2.95743 0.21 -0.49 0.78 0.408
O 0.82648 6.38188 3.23926 -0.20 1.04 0.27 -0.709
H -2.60840 0.20820 -2.38513 -0.12 0.08 0.02 0.221
O -2.77882 -3.43953 1.53260 0.10 0.50 -0.47 -0.951
O -0.56647 2.17529 1.82531 -1.96 -1.97 -1.26 -0.661
H 3.77760 3.03665 2.77940 -0.07 -0.42 -0.25 0.182
H -3.94880 -0.87015 -2.88399 0.28 -0.36 0.26 0.190
H 2.18267 -4.42239 0.25141 -0.14 0.14 -0.02 0.256
C -0.34271 -2.87295 1.93253 1.60 0.47 -0.21 -0.052
H -0.97163 4.72766 2.45618 -0.20 -0.32 -0.07 0.181
H 0.15716 -2.79136 0.91478 -0.42 -0.25 0.35 0.052
C 0.30064 2.94072 2.16839 -0.05 2.76 0.93 0.405
O -0.26169 0.73566 -1.56899 0.09 -0.31 -0.15 -1.019
S -3.01057 -1.38044 -0.62020 -1.53 -1.87 0.00 1.341
C 1.04082 5.21520 2.90980 -0.21 -0.81 -0.59 0.422
S 2.39140 -2.71721 -1.32337 0.53 -0.79 -0.30 1.278
H -1.03288 -1.58206 -1.90917 0.07 -0.07 -0.05 0.230
H 1.14708 4.01102 -1.59161 0.06 0.01 0.03 0.216
O 1.49399 -1.80598 -0.62396 -0.04 0.69 -0.18 -0.977
C -1.73049 -2.30710 -1.48281 0.20 0.52 0.01 -0.871
H -1.52712 -4.66436 2.55797 0.40 0.39 0.04 0.039
H 1.65305 -1.77129 -3.30919 -0.35 -0.09 0.06 0.247
H 2.40612 -5.14422 -1.33284 -0.12 0.17 -0.24 0.195
C 2.74654 3.33790 2.62391 -0.63 0.71 0.20 -0.564
O 1.95417 1.26664 1.85518 -0.31 0.04 -0.04 -0.695
H -1.28670 3.18932 -0.20341 0.12 -0.22 0.20 0.296
H -2.42181 2.40765 -1.23462 -0.14 0.01 -0.49 0.256
C 1.80975 -2.81666 -3.03314 0.31 0.21 -0.54 -0.852
O -0.46895 -1.63111 2.49535 -0.14 -0.70 -0.78 -0.957
H 0.91442 -3.42335 -3.13686 -0.23 0.20 0.12 0.227
H -2.19979 -2.92239 -2.25377 -0.02 -0.06 0.08 0.192
H -1.64433 4.03223 -1.68270 -0.21 -0.27 -0.38 0.209
C -3.48910 -0.34106 -2.03679 0.09 0.52 -0.65 -0.879
C 0.02969 4.31363 2.47732 1.24 -0.02 0.14 -0.596
O 3.38922 5.48272 3.39074 -0.21 -0.23 -0.46 -0.715
H 0.45293 -3.49076 2.50369 -0.34 -0.09 -0.22 0.033
Ag 0.16367 -0.27479 0.57814 -0.50 0.40 1.88 0.903
C 1.71154 2.43124 2.23871 2.52 0.04 -0.28 0.392
O -2.39853 -0.49967 0.35897 0.53 1.24 0.23 -0.955
C 1.16829 2.96993 -1.26612 0.27 0.09 0.86 -0.848
C -1.53535 3.03208 -1.25683 0.27 0.56 1.40 -0.871
H 1.11505 2.90775 -0.17423 -0.29 0.08 -0.12 0.290
H 2.57726 -3.18870 -3.72257 0.09 -0.17 0.35 0.201
H -4.26443 0.34335 -1.68551 0.20 0.11 0.22 0.209
C -1.52169 -3.87613 1.72473 -1.75 -1.03 0.25 -0.024
H 0.79457 -4.45742 -0.80889 -0.06 0.12 -0.16 0.259
H -1.25642 -4.55515 0.81382 0.81 0.16 0.13 -0.003
H -1.23487 -2.89657 -0.71255 -0.11 -0.17 0.04 0.282
S -0.20789 2.14520 -2.03268 0.17 0.10 -1.06 1.227

=====

No. 4
42
Properties=species:S:1:pos:R:3:forces:R:3:nbo_charge:R:1 method="wB97M-V/def2-TZVPD" e_homo_ev=-4.290 multiplicity=1 total_charge=-1
H -1.60818 -1.65966 -1.94610 -0.36 -0.12 0.22 -0.423
H 2.84488 -0.92874 4.67829 0.16 0.20 -0.10 0.194
H 1.75113 -3.45344 0.60976 -0.01 0.18 0.26 0.187
H -2.30490 2.09117 1.77326 0.14 0.25 -0.26 0.165
C 2.99643 -0.87163 3.60156 -0.55 -0.43 0.90 -0.204
H 3.45162 -0.77247 -0.21493 -0.12 -0.08 0.08 0.223
H -0.92102 -0.68399 1.41739 0.26 0.03 -0.21 0.192
C 4.15805 -0.11400 1.68684 0.68 0.38 -0.92 -0.205
H -3.05055 0.05787 -0.38716 -0.17 0.18 0.17 0.208
H 4.69198 0.41700 3.69636 -0.02 0.00 -0.15 0.198
H 1.31284 -2.16139 3.20439 0.12 0.08 0.09 0.203
C 2.13704 -1.58260 2.79617 0.02 -0.03 -0.01 -0.250
C -1.67733 3.88727 0.06808 -0.38 1.02 -1.16 0.811
O -1.97912 2.60596 -0.26585 0.08 0.71 0.94 -0.503
C -2.68575 1.89849 0.76305 -0.87 -1.24 0.00 -0.068
C 2.30470 -1.57661 1.42012 -1.50 -0.75 -0.51 0.115
H -0.42144 0.87722 0.76303 -0.16 -0.10 0.02 0.197
H 0.93827 -2.93403 -1.43915 0.08 0.22 -0.02 0.201
H -3.74509 2.20423 0.73059 0.23 0.20 -0.05 0.161
C 1.34455 -2.42335 0.60032 0.72 -0.32 -0.99 -0.442
H -1.02249 -0.66735 -5.31322 0.06 0.08 0.14 0.456
C 3.30905 -0.82612 0.85629 0.36 0.26 0.03 -0.253
H 0.04537 4.69535 1.03582 -0.12 -0.07 0.00 0.242
H -3.07566 -0.07329 1.40870 -0.16 -0.02 -0.32 0.187
H 2.08041 -1.61025 -1.34730 -0.02 -0.13 0.21 0.189
H 0.04078 0.38469 -2.25389 -0.08 0.20 -0.02 -0.426
C -2.57537 0.38420 0.54390 1.42 0.73 0.29 -0.412
H -2.14013 -2.44465 -6.28928 -0.18 -0.08 -0.04 0.143
C -0.89210 4.22500 1.33633 -0.52 -0.62 -0.18 -0.735
O -1.41617 -1.30708 -4.71394 -0.07 -0.18 -0.19 -0.689
H -0.70299 3.34526 1.95494 0.14 0.22 -0.07 0.225
Al -0.46077 -0.78050 -1.23422 0.88 -0.13 0.13 1.157
C -2.49477 -1.92560 -5.39111 0.30 0.28 -0.04 -0.244
H -1.49768 4.95235 1.88431 0.21 -0.08 0.02 0.228
C -1.04690 -0.00586 0.56025 -0.82 -0.30 -0.02 -0.968
C 4.01726 -0.13422 3.04713 0.42 0.35 0.77 -0.259
H -3.24797 -1.18213 -5.67344 -0.12 -0.13 -0.05 0.150
H -2.94548 -2.64968 -4.71575 0.05 0.04 0.06 0.187
H 0.36669 -2.49909 1.09066 0.20 0.20 0.10 0.199
C 1.17012 -2.00803 -0.88503 -0.72 -0.19 0.13 -0.945
H 4.95833 0.46086 1.22449 -0.07 0.01 0.15 0.197
O -2.00764 4.78882 -0.68167 0.48 -0.80 0.62 -0.589